2 unconnected molecules or ions with the total composition C4H6N3 in a non-equilibrium geometry, computed with ωB97M-V/def2-TZVPD.

Each line ends with the natural charge from an NBO analysis.
Atoms and positions in Å:
C1 0.6832 -1.2273 -2.2299  0.38
C2 0.1045 0.5113 3.2419  0.07
C3 -0.8120 0.9242 0.9875  0.20
C4 -0.1597 -0.0592 0.0392  -0.08
N1 -0.4861 0.7805 2.1991  -0.26
N2 -0.4652 0.1221 -1.1961  -0.42
N3 0.5094 -0.8408 -3.4434  -0.83
H1 1.0590 1.0166 3.5943  0.26
H2 -0.3410 -0.3435 3.9095  0.25
H3 -1.4270 1.7465 0.4928  0.30
H4 0.5162 -0.9071 0.2464  0.22
H5 0.9806 -1.6102 -4.0234  0.46
H6 -0.1619 -0.1130 -3.8180  0.46

Properties
Charge: +1
ΔE to the lowest compared entry with this formula, charge and spin (eV): 5.8954
HOMO (Ha): -0.4627
LUMO energy (eV): -4.94
Orbital gap (Ha): 0.281

***

2 unconnected molecules or ions with the total composition C4H6N3O2 in a non-equilibrium geometry, computed with ωB97M-V/def2-TZVPD.

Each line ends with the natural charge from an NBO analysis.
Atoms and positions in Å:
C1 -1.2387 1.0317 0.0448  0.31
C2 -0.3614 0.0834 0.2681  -0.29
C3 -1.1300 -1.2295 0.2977  -0.38
C4 2.0817 -0.3848 0.2306  0.40
N1 -1.1615 2.4249 0.0707  -0.79
N2 -2.5135 -0.8243 -0.0302  0.55
N3 2.2738 -1.3018 -0.4624  -0.53
O1 -2.5308 0.4850 -0.1192  -0.21
O2 -3.4405 -1.5476 -0.1969  -0.15
H1 -0.8523 -1.9158 -0.4977  0.26
H2 -1.1433 -1.7274 1.3303  0.30
H3 2.7683 0.3409 0.7626  0.27
H4 -1.7876 2.7753 -0.6829  0.39
H5 1.7558 -2.1010 -0.7860  0.44
H6 -0.2733 2.8299 -0.2837  0.41

Properties
Charge: +1
ΔE to the lowest compared entry with this formula, charge and spin (eV): 9.6266
HOMO (alpha / beta) (Ha): -0.4733 / -0.4733
LUMO energy (alpha / beta) (eV): -5.79 / -5.79
Orbital gap (alpha / beta) (Ha): 0.261 / 0.261

***

Q: What is the charge in the second record?
A: +1

***

Q: What is the ΔE to the lowest compared entry with this formula, charge and spin in the first record?
A: 5.8954 eV

***

Q: Which value of charge does entry 1 give?
A: +1